Entry 1:
# C6H15NO

2 unconnected molecules or ions with the total composition C6H15NO (the ωB97M-V functional and the def2-TZVPD basis, the OMol25 dataset).

Values from the calculation:
gap between HOMO and LUMO	0.3466	Ha
total charge	0
energy above the lowest of the compared OMol25 structures with the same formula, charge and spin	2.458	eV

Last column: natural (NBO) charge in e.
Geometry (Å):
C: 1.297 -1.345 -0.889  -0.6234
C: -1.927 0.286 -1.782  -0.6447
C: -0.027 1.445 -0.671  -0.4547
C: -0.139 -1.009 -0.476  0.0465
C: -0.618 0.297 -1.059  0.0349
O: -1.006 -2.094 -0.733  -0.7066
H: -0.926 -2.341 -1.662  0.4605
H: 1.975 -0.528 -0.662  0.2125
H: 1.343 -1.538 -1.961  0.2013
H: 1.625 -2.244 -0.371  0.2182
H: -2.238 1.287 -2.051  0.2176
H: -2.699 -0.186 -1.163  0.2337
H: -1.851 -0.301 -2.699  0.2108
H: 1.016 1.475 -0.385  0.1968
H: -0.345 2.382 -1.106  0.2012
H: -0.150 1.186 1.396  0.1853
C: 0.098 0.831 2.537  -0.4289
N: 1.511 0.532 2.639  -0.8391
H: 1.777 -0.211 2.000  0.3464
H: 2.061 1.351 2.392  0.3486
H: -0.150 1.644 3.218  0.1935
H: -0.469 -0.043 2.856  0.1925
H: -0.158 -0.876 0.631  0.1972

Force components x, y, z for each atom (eV/Å):
C -0.3 -0.1 0.1
C -0.1 -0.2 0.1
C 0.4 -0.5 -2.3
C 0.7 0.0 0.6
C -0.2 1.1 1.1
O -0.1 -0.2 -0.1
H 0.0 0.0 0.1
H 0.1 0.1 0.0
H 0.0 0.0 -0.1
H 0.1 0.0 0.1
H 0.0 0.2 0.0
H 0.1 0.1 -0.2
H -0.1 -0.1 -0.1
H -0.1 -0.2 0.8
H -0.4 0.2 0.2
H -0.1 -0.9 3.0
C -0.3 0.9 -2.4
N 0.6 0.0 0.2
H 0.0 0.1 0.1
H 0.0 -0.2 0.0
H 0.0 0.0 -0.1
H -0.2 0.1 -0.3
H -0.1 -0.2 -0.7

***

Entry 2:
# C6H15NO

2 unconnected molecules or ions with the total composition C6H15NO (the ωB97M-V functional and the def2-TZVPD basis, the OMol25 dataset).

Values from the calculation:
gap between HOMO and LUMO	0.3908	Ha
total charge	0
energy above the lowest of the compared OMol25 structures with the same formula, charge and spin	0.856	eV

Last column: natural (NBO) charge in e.
Geometry (Å):
C: 0.876 -1.502 1.080  -0.4143
C: 0.222 -2.386 0.068  -0.6136
C: 2.218 -2.159 1.534  -0.6020
H: 1.078 -0.539 0.607  0.2132
H: 0.326 -1.362 2.016  0.1970
H: -0.600 -1.930 -0.492  0.1989
H: 2.023 -3.234 1.448  0.1953
H: 3.047 -1.983 0.849  0.2089
H: -0.172 -3.361 0.384  0.2039
H: 0.895 -2.721 -0.727  0.2090
H: 2.438 -1.965 2.578  0.2049
C: -1.214 1.047 -0.955  -0.5182
C: -2.078 1.755 0.102  -0.6343
C: 0.045 1.830 -1.368  0.6796
O: 1.068 1.267 -1.673  -0.6064
N: -0.117 3.189 -1.460  -0.8359
H: -0.858 0.038 -0.775  0.2403
H: -1.933 0.954 -1.782  0.2280
H: -2.704 1.098 0.708  0.2292
H: 0.707 3.780 -1.517  0.4063
H: -0.968 3.529 -1.027  0.3901
H: -2.886 2.340 -0.352  0.2098
H: -1.414 2.315 0.755  0.2102

Force components x, y, z for each atom (eV/Å):
C 1.4 -0.2 0.6
C -1.0 -1.0 -1.4
C -1.0 -0.7 -0.6
H -0.1 0.2 0.2
H -0.5 0.1 -0.5
H -0.1 0.2 0.3
H 0.2 -0.1 0.3
H 0.0 0.4 0.2
H 0.0 0.3 0.7
H 0.4 0.5 0.1
H 0.4 0.3 0.0
C -0.7 0.4 -0.6
C -0.1 -0.6 0.3
C -0.8 0.1 -0.5
O 0.5 -0.2 0.1
N -0.3 -0.2 0.4
H -0.2 0.1 0.6
H 0.8 -0.1 -0.5
H 0.5 -0.5 0.2
H -0.4 -0.3 0.0
H 0.5 0.4 -0.2
H 0.6 0.6 -0.1
H -0.4 0.3 0.3

***

Entry 3:
# C6H15NO

2 unconnected molecules or ions with the total composition C6H15NO (the ωB97M-V functional and the def2-TZVPD basis, the OMol25 dataset).

Values from the calculation:
gap between HOMO and LUMO	0.3890	Ha
total charge	0
energy above the lowest of the compared OMol25 structures with the same formula, charge and spin	1.499	eV

Last column: natural (NBO) charge in e.
Geometry (Å):
C: 0.505 -0.143 -2.973  -0.4017
C: 1.479 0.827 -2.433  -0.6185
C: -0.666 -0.333 -1.898  -0.5992
H: -0.106 0.390 -3.833  0.1923
H: 0.967 -1.038 -3.436  0.2078
H: 2.194 0.469 -1.558  0.1948
H: -1.056 0.625 -1.787  0.2058
H: 1.025 1.744 -1.995  0.2098
H: 2.242 1.121 -3.228  0.2105
H: -1.450 -0.961 -2.331  0.2060
H: -0.365 -0.676 -0.925  0.1913
C: -0.055 0.599 1.972  -0.5141
C: 0.683 0.001 3.112  -0.6205
C: -1.415 0.021 1.549  0.6778
O: -2.377 0.675 1.268  -0.6006
N: -1.592 -1.335 1.637  -0.8419
H: -0.128 1.711 2.251  0.2388
H: 0.615 0.590 1.086  0.2275
H: 1.494 0.425 3.577  0.2282
H: 1.116 -0.976 2.927  0.1934
H: -2.395 -1.731 1.157  0.4123
H: -0.748 -1.901 1.867  0.3887
H: 0.034 -0.103 3.991  0.2114

Force components x, y, z for each atom (eV/Å):
C -3.1 0.5 -0.6
C 3.6 1.1 1.1
C 1.4 -1.6 -2.1
H 1.5 -1.0 1.3
H -0.4 0.3 0.6
H -1.6 0.1 -1.6
H -0.9 1.7 0.4
H 0.1 -0.5 -0.6
H -1.0 0.0 0.9
H 0.1 -0.1 0.3
H 0.3 -0.5 0.3
C 0.8 2.6 -0.9
C -1.8 -2.9 1.2
C 0.0 -0.8 1.4
O -0.6 1.7 -0.8
N 2.3 -0.9 0.3
H -0.6 -1.5 -0.8
H -0.5 0.0 0.2
H 2.1 2.3 0.2
H -0.4 -0.6 -0.3
H 0.4 0.1 0.3
H -1.4 0.4 -0.5
H -0.3 -0.3 -0.2

***

Entry 4:
# C6H15NO

2 unconnected molecules or ions with the total composition C6H15NO (the ωB97M-V functional and the def2-TZVPD basis, the OMol25 dataset).

Values from the calculation:
gap between HOMO and LUMO	0.3625	Ha
total charge	0
energy above the lowest of the compared OMol25 structures with the same formula, charge and spin	2.321	eV

Last column: natural (NBO) charge in e.
Geometry (Å):
C: -0.728 1.321 0.739  -0.4099
C: -1.936 0.396 0.579  -0.4452
C: -1.832 -0.418 -0.686  -0.1486
C: -1.826 -1.752 -0.694  -0.4425
C: 0.560 0.621 1.220  -0.2151
N: 1.200 0.009 0.041  -0.6551
C: 2.563 -0.457 0.331  -0.4236
H: -0.614 2.050 -0.058  0.2172
H: -0.932 1.973 1.609  0.2038
H: -2.926 0.896 0.539  0.2242
H: -2.002 -0.297 1.449  0.1981
H: -1.882 0.196 -1.611  0.2157
H: -1.900 -2.342 -1.607  0.2047
H: -1.757 -2.242 0.235  0.1851
H: 0.311 -0.136 2.000  0.1645
H: 1.295 1.281 1.754  0.1975
H: 0.673 -0.807 -0.255  0.3674
H: 2.626 -1.294 1.035  0.1702
H: 3.099 -0.689 -0.613  0.1974
H: 3.182 0.341 0.744  0.1921
H: 0.959 -0.355 -2.361  0.4686
H: 1.129 1.148 -1.875  0.4921
O: 0.738 0.558 -2.515  -0.9588

Force components x, y, z for each atom (eV/Å):
C -0.3 1.0 2.7
C 0.1 -0.9 -0.2
C -0.8 0.1 -0.4
C 0.0 1.1 -1.2
C 0.1 -0.5 -0.7
N 1.4 -0.2 1.3
C 0.5 0.2 -0.6
H 0.4 -0.4 -0.5
H -0.4 0.0 -0.2
H 0.7 0.2 0.1
H 0.2 0.4 -0.4
H 0.2 -0.7 0.5
H 0.2 0.1 0.2
H -0.1 -0.8 1.0
H -0.1 0.2 -0.3
H -0.7 -0.2 -0.9
H -0.3 0.3 0.1
H 0.0 -0.1 -0.1
H -0.5 -0.3 0.4
H -0.3 0.2 0.2
H 0.4 0.1 0.5
H 0.3 -0.7 0.6
O -0.8 0.7 -2.0

***

Entry 5:
# C6H15NO

A gas-phase ion, C6H15NO (charge +1) (the ωB97M-V functional and the def2-TZVPD basis, the OMol25 dataset).

Values from the calculation:
gap between HOMO and LUMO (alpha / beta)	0.4434 / 0.2888	Ha
total charge	+1
energy above the lowest of the compared OMol25 structures with the same formula, charge and spin	0.664	eV
multiplicity	2

Last column: natural (NBO) charge in e.
Geometry (Å):
C: -0.253 -2.045 -0.268  -0.4242
C: 0.031 -2.249 1.253  -0.0677
O: 1.267 -1.583 1.652  -0.7745
C: 0.568 -0.980 -1.035  -0.2674
N: 0.551 0.282 -0.322  -0.1174
C: -1.039 1.723 0.773  -0.6159
C: -0.455 1.310 -0.567  -0.0893
C: 0.286 2.444 -1.324  -0.6058
H: -1.295 -1.727 -0.357  0.2220
H: -0.151 -3.031 -0.704  0.2584
H: 0.183 -3.304 1.474  0.2054
H: -0.780 -1.803 1.830  0.1806
H: 1.465 -1.730 2.611  0.5065
H: 1.595 -1.294 -1.067  0.2545
H: 0.255 -0.773 -2.052  0.2377
H: 1.044 0.191 0.601  0.4496
H: -0.226 1.999 1.436  0.2259
H: -1.687 2.600 0.681  0.2553
H: -1.633 0.906 1.168  0.2265
H: -1.139 0.843 -1.248  0.2257
H: 1.327 2.485 -1.066  0.2290
H: -0.143 3.414 -1.088  0.2483
H: 0.231 2.320 -2.380  0.2370

Force components x, y, z for each atom (eV/Å):
C -0.6 0.2 0.8
C 1.1 0.8 0.2
O -0.1 0.2 0.3
C 0.6 0.4 0.3
N -0.3 -1.1 0.9
C -0.3 0.2 -0.4
C 1.3 0.2 0.1
C -0.3 0.4 0.5
H 0.0 -0.3 0.0
H 0.1 0.2 -0.7
H -0.5 0.0 -0.1
H -0.1 -0.4 0.1
H -0.4 0.0 -1.2
H 0.6 -0.2 0.0
H -0.4 -0.4 -0.1
H -0.3 0.4 -0.6
H 0.0 0.0 0.3
H 0.1 -0.2 -0.2
H 0.0 0.0 0.3
H -0.7 -0.1 -0.2
H 0.5 0.0 0.3
H -0.2 0.0 0.1
H -0.1 -0.3 -0.8

***

Entry 6:
# C6H15NO

2 unconnected molecules or ions with the total composition C6H15NO (the ωB97M-V functional and the def2-TZVPD basis, the OMol25 dataset).

Values from the calculation:
gap between HOMO and LUMO (alpha / beta)	0.3469 / 0.1902	Ha
total charge	+1
energy above the lowest of the compared OMol25 structures with the same formula, charge and spin	1.472	eV
multiplicity	2

Last column: natural (NBO) charge in e.
Geometry (Å):
C: 1.105 2.083 1.159  -0.6158
C: 1.070 0.695 1.802  -0.2279
N: 1.283 -0.392 0.810  -0.6700
C: 1.364 -1.720 1.419  -0.4361
H: 0.997 2.857 1.957  0.2406
H: 0.254 2.231 0.447  0.1853
H: 2.062 2.294 0.626  0.2182
H: 0.088 0.532 2.268  0.1929
H: 1.830 0.647 2.603  0.1923
H: 2.193 -0.198 0.402  0.3707
H: 1.597 -2.457 0.609  0.2115
H: 2.132 -1.835 2.234  0.2048
H: 0.348 -1.996 1.858  0.2006
C: -2.175 -1.143 -2.897  -0.1146
C: -1.449 -0.654 -1.880  0.4476
O: -0.574 -1.479 -1.188  -0.5116
C: -1.691 0.745 -1.350  -0.7253
H: -2.930 -0.471 -3.313  0.2298
H: -2.089 -2.141 -3.309  0.2462
H: -0.083 -0.911 -0.547  0.5362
H: -2.198 1.314 -2.189  0.2573
H: -2.387 0.733 -0.469  0.2916
H: -0.746 1.264 -1.053  0.2757

Force components x, y, z for each atom (eV/Å):
C -0.2 0.5 0.0
C -0.1 0.0 -0.1
N -0.1 0.5 0.0
C -0.7 -1.2 0.4
H 0.1 -0.6 -0.6
H 0.7 -0.1 0.5
H -0.7 -0.2 0.3
H 0.2 0.0 0.0
H -0.2 -0.1 -0.2
H -0.1 0.0 -0.3
H -0.2 0.5 0.8
H -0.6 0.3 -0.7
H 1.3 0.3 -0.5
C -1.7 -1.0 -2.3
C 3.3 -0.2 5.2
O -2.8 2.2 -3.0
C -0.1 0.4 -0.9
H 0.3 -0.4 0.0
H 0.2 0.0 0.2
H 0.9 0.3 1.0
H 0.6 -0.4 1.2
H 0.6 -0.2 -0.7
H -0.8 -0.6 -0.2

***

> Which value of total charge does entry 1 give?

0

***

> Look up the energy above the lowest of the compared OMol25 structures with the same formula, charge and spin of the fourth one.

2.321 eV